Arrangement one

ORCA calculation (ωB97M-V/def2-TZVPD) on a cluster of 6 separate species, C3H15NO4 in total.

net charge: +1
HOMO-LUMO gap (spin up / spin down): 5.44 / 5.34 eV
2S+1: 2

CARTESIAN COORDINATES (ANGSTROEM)
N: 0.9987 0.3852 -1.6828
C: 2.2766 -0.9809 1.1959
C: 0.2058 -0.6679 2.5294
C: 1.1248 -0.2740 1.5957
H: 1.8859 0.6707 -2.0808
H: 0.8735 -0.6505 -1.7956
H: 2.6174 -1.7825 1.8354
H: 3.0300 -0.4522 0.5135
H: -0.6169 -0.0029 2.8307
H: 0.3299 -1.6325 3.0451
H: 0.9541 0.6918 1.0344
H: -1.8786 0.2269 -0.9840
H: -1.1727 -0.9854 -0.3872
O: -2.0081 -0.5360 -0.3790
H: 0.0020 -3.1117 -0.0278
H: 0.9714 -1.8646 0.1796
O: 0.3039 -2.3186 -0.4458
H: -1.1024 3.2186 0.5453
H: -1.0437 2.1846 -0.7013
O: -0.5904 2.4423 0.2070
H: -2.3872 2.0260 -2.2048
H: 0.1782 0.9374 -2.0073
O: -1.6148 1.5831 -1.8749

Arrangement two

ORCA calculation (ωB97M-V/def2-TZVPD) on a cluster of 5 separate species, C3H15NO4 in total.

net charge: +1
HOMO-LUMO gap (spin up / spin down): 10.68 / 7.11 eV
2S+1: 2

CARTESIAN COORDINATES (ANGSTROEM)
C: -1.2822 2.2021 1.1763
C: -0.5683 0.9253 1.5462
C: 0.7188 0.9040 2.0928
N: -1.2110 -0.2310 1.5423
H: -0.6763 2.9308 1.7193
H: -2.3289 2.2222 1.4479
H: -1.1939 2.4692 0.1217
H: 1.1894 0.0032 2.4629
H: 1.2978 1.8057 2.1843
H: -2.0636 -0.3547 0.9909
H: -0.7100 -1.0483 1.8474
H: 0.6103 -3.8061 -1.9187
H: 1.2404 -3.1407 -0.6184
O: 0.4308 -3.4312 -1.0676
H: -1.2653 -2.4422 -1.0537
H: -1.2283 -0.9181 -1.3952
O: -1.6580 -1.5746 -0.8244
H: 1.0301 0.2407 -2.3564
H: -0.0691 0.5921 -3.3637
O: 0.2809 -0.1257 -2.8125
H: 1.9308 0.9377 -0.0202
H: 3.2376 0.8475 -0.7948
O: 2.2880 0.9922 -0.9064

The structure with the most favorable energy is arrangement two; the runner-up is 548.6 kJ/mol above it.

Arrangement one

ORCA calculation (ωB97M-V/def2-TZVPD) on a cluster of 2 separate species, C2H12N4 in total.

structure (SMILES): NCN.NCN
HOMO-LUMO gap: 9.76 eV

CARTESIAN COORDINATES (ANGSTROEM)
N: -4.2331 4.4575 1.3015
C: -3.5404 3.3415 2.0578
N: -3.1054 2.3585 1.1469
H: -5.2512 4.2633 1.2270
H: -4.0751 5.1129 2.0345
H: -4.3086 2.8128 2.7373
H: -2.7984 3.5530 2.8198
H: -3.2994 2.5916 0.1704
H: -3.4470 1.4278 1.3271
N: 4.9982 -3.6663 -1.5346
C: 3.6266 -3.7834 -1.9734
N: 2.8525 -2.7303 -1.3306
H: 5.0171 -3.4617 -0.4947
H: 5.4998 -3.0379 -2.1438
H: 3.4726 -4.8133 -1.5239
H: 3.5380 -3.7730 -3.0476
H: 1.8038 -2.9018 -1.3698
H: 3.2500 -1.7509 -1.4040

Arrangement two

ORCA calculation (ωB97M-V/def2-TZVPD) on a cluster of 2 separate species, C2H12N4 in total.

structure (SMILES): NCN.NCN
HOMO-LUMO gap: 10.15 eV

CARTESIAN COORDINATES (ANGSTROEM)
N: 3.1085 2.0788 0.7987
C: 2.9898 0.9347 -0.1284
N: 1.7051 0.1542 -0.0277
H: 2.4040 2.7215 0.4221
H: 2.7883 1.9663 1.6812
H: 3.1710 1.1131 -1.2667
H: 3.7683 0.2362 0.1709
H: 1.4152 -0.0529 -0.9158
H: 1.6391 -0.6117 0.5932
N: -1.4154 -1.3584 -0.7651
C: -2.3361 -0.8854 0.3648
N: -3.7271 -0.7245 0.2272
H: -1.9305 -2.0158 -1.3300
H: -1.1504 -0.6210 -1.3684
H: -2.0892 -1.8485 0.9502
H: -1.9526 0.1458 0.7614
H: -4.2799 -1.4325 -0.1745
H: -4.1081 0.2000 0.0069

The structure with the most favorable energy is arrangement two; the runner-up is 11.5 kJ/mol above it.

Arrangement one

ORCA calculation (ωB97M-V/def2-TZVPD) on the molecule C9H15NOS.

structure (SMILES): CC(=O)N(C=S)C1CCCCC1
HOMO-LUMO gap: 8.88 eV

CARTESIAN COORDINATES (ANGSTROEM)
C: 3.1392 2.3710 -0.2529
C: 1.8299 1.6712 -0.0094
O: 0.9081 2.4201 0.1966
N: 1.6062 0.3170 -0.1078
C: 2.8195 -0.5960 0.1248
S: 2.7810 -2.1843 0.2273
C: 0.3423 -0.4279 -0.1486
C: -0.3224 -0.5687 1.2070
C: -1.4457 -1.4819 1.0409
C: -2.5061 -0.9733 0.0725
C: -1.7971 -0.7924 -1.3444
C: -0.5970 0.2074 -1.1675
H: 3.6616 2.0576 -1.0903
H: 3.7215 2.3749 0.5746
H: 2.8954 3.4276 -0.5416
H: 3.7114 0.0244 0.5352
H: 0.5919 -1.4457 -0.4564
H: -0.8215 0.3248 1.5310
H: 0.2990 -0.8570 2.0524
H: -1.9762 -1.7127 1.8957
H: -1.2186 -2.4990 0.5868
H: -3.2726 -1.6882 -0.0996
H: -2.8349 0.0121 0.4162
H: -1.5830 -1.7577 -1.5855
H: -2.5427 -0.3895 -1.9900
H: -0.2610 0.4865 -2.1370
H: -0.8040 1.1735 -0.6416

Arrangement two

ORCA calculation (ωB97M-V/def2-TZVPD) on a cluster of 2 separate species, C9H15NOS in total.

HOMO-LUMO gap: 7.86 eV

CARTESIAN COORDINATES (ANGSTROEM)
C: -0.1381 -1.8536 -0.5327
C: -0.8440 -0.6963 -0.4581
C: -2.8592 -0.8014 -1.7109
C: -0.2487 1.9868 2.0353
C: -0.1573 2.6593 0.6840
C: 0.0181 0.4577 1.6214
C: -0.7936 1.7295 -0.2939
C: 2.2255 -1.9685 -1.3779
C: 1.2532 -2.1939 -0.2000
N: -0.1140 0.3980 0.1137
O: -2.6566 -1.7993 -2.2435
S: -3.8663 0.3592 -1.2355
H: -0.6369 -2.5797 -1.1918
H: 0.4037 2.5342 2.8315
H: -1.1840 1.9790 2.5167
H: -0.4660 3.7253 0.5589
H: 0.9162 2.9321 0.4780
H: 0.9393 -0.0034 1.8965
H: -0.7369 -0.1580 2.1700
H: -1.7997 1.6469 -0.1379
H: -0.5066 2.0020 -1.2970
H: 1.9493 -2.7178 -2.0526
H: 3.2359 -2.1594 -1.0130
H: 2.1464 -0.9605 -1.6262
H: 1.8687 -1.7591 0.7045
H: 1.2302 -3.2798 0.0969
H: 0.8214 0.5207 -0.3364

The structure with the most favorable energy is arrangement one; the runner-up is 286.4 kJ/mol above it.

Arrangement one

ORCA calculation (ωB97M-V/def2-TZVPD) on a cluster of 3 separate species, CH6O3 in total.

structure (SMILES): C=O.O.O
HOMO-LUMO gap: 10.87 eV

CARTESIAN COORDINATES (ANGSTROEM)
C: 0.0050 0.3842 1.2329
O: -0.3305 0.0102 2.3300
H: 0.2394 -0.3790 0.4096
H: 0.2608 1.3327 0.8308
O: 0.1561 2.3450 -3.3102
H: 0.2051 3.1809 -4.0478
H: 0.1150 2.8156 -2.4159
O: -0.0459 -3.4556 1.9421
H: 0.1672 -2.5683 1.6929
H: -0.7722 -3.6657 1.3356

Arrangement two

ORCA calculation (ωB97M-V/def2-TZVPD) on a cluster of 3 separate species, CH6O3 in total.

structure (SMILES): C=O.O.O
HOMO-LUMO gap: 11.01 eV

CARTESIAN COORDINATES (ANGSTROEM)
C: -0.2833 0.0015 -0.3862
O: 0.6493 -0.2465 0.3314
H: -1.3032 -0.1085 -0.0493
H: -0.1286 0.3456 -1.4101
O: -2.0777 -2.1788 1.2843
H: -1.3030 -1.6133 1.4328
H: -1.8908 -2.8751 1.9266
O: 1.7519 2.2555 -1.1975
H: 2.5218 1.8151 -1.5778
H: 2.0636 2.6044 -0.3543

Arrangement three

ORCA calculation (ωB97M-V/def2-TZVPD) on a cluster of 3 separate species, CH6O3 in total.

HOMO-LUMO gap: 4.26 eV

CARTESIAN COORDINATES (ANGSTROEM)
O: -0.5816 -1.5524 -0.3426
C: 0.4265 -0.5833 -0.0227
H: 0.0543 0.2154 0.5891
H: 1.2939 -1.0124 0.5975
H: 2.5474 1.9962 0.5229
H: -1.4751 -0.9895 -0.2771
O: 1.8369 1.2865 0.4650
H: 0.9179 -0.3580 -0.9357
H: -2.8600 0.7888 -0.4278
O: -2.1601 0.2087 -0.1686

The structure with the most favorable energy is arrangement two; the runner-up is 80.8 kJ/mol above it.